(1)
{"formula": "C19H28IO2Ru", "method": "wB97M-V/def2-TZVPD", "e_tot_ev": -34922.7645, "gap_ev": [6.33, 5.32], "charge": 1, "relative_energy_kj_mol": 0.0, "multiplicity": 5, "homo_ev": [-10.838, -11.658], "symbols": ["O", "C", "C", "H", "H", "C", "H", "H", "C", "H", "H", "H", "C", "H", "H", "H", "Ru", "C", "C", "C", "H", "C", "C", "H", "H", "H", "H", "C", "C", "C", "H", "C", "C", "H", "H", "H", "H", "O", "C", "C", "H", "H", "C", "H", "H", "C", "H", "H", "H", "H", "I"], "positions_angstrom": [[-0.5852, 0.2609, -2.8682], [-1.9836, 0.1803, -3.3532], [-1.6010, 0.2813, -4.8222], [-2.5592, 1.0435, -2.9934], [-2.4885, -0.7600, -3.0858], [-0.1946, 0.5420, -4.2407], [-2.0522, 1.1361, -5.3406], [-1.6390, -0.6478, -5.3979], [0.2086, 1.9831, -4.4693], [-0.5650, 2.6621, -4.0913], [0.2730, 2.1529, -5.5551], [1.1700, 2.2284, -3.9987], [0.8608, -0.4304, -4.7181], [0.5680, -1.4606, -4.4839], [1.8348, -0.1983, -4.2634], [0.9431, -0.3589, -5.8098], [1.0987, -0.3731, 3.0159], [1.9590, -2.0011, 4.2266], [0.6154, -2.3326, 4.6189], [-0.1344, -2.6339, 3.4653], [0.2783, -2.3478, 5.6574], [0.7063, -2.4585, 2.3101], [2.0454, -2.1633, 2.7820], [2.9499, -2.1909, 2.1852], [2.7911, -1.7645, 4.8880], [-1.1907, -2.9187, 3.4294], [0.4598, -2.6059, 1.2739], [2.4096, 1.4422, 4.2763], [2.9577, 0.5466, 3.2802], [2.3711, 0.9152, 1.9991], [3.7840, -0.1537, 3.4059], [1.3725, 1.9250, 2.2730], [1.4629, 2.2745, 3.6494], [0.8788, 3.0701, 4.1233], [2.7393, 1.4988, 5.3122], [2.7438, 0.6382, 1.0185], [0.6886, 2.3402, 1.5350], [-1.6776, 1.4586, -0.7405], [-0.6193, 0.4914, -0.3976], [-1.2162, -0.9048, -0.3765], [-0.2443, 0.7296, 0.6133], [0.1888, 0.5996, -1.1119], [-2.7065, -0.6085, -0.0666], [-0.7675, -1.5358, 0.3870], [-1.1144, -1.3977, -1.3440], [-2.7967, 0.9372, 0.0120], [-3.0735, -1.1020, 0.8422], [-3.3083, -0.9593, -0.9217], [-2.7280, 1.2897, 1.0649], [-3.7407, 1.2769, -0.4462], [-1.3730, 0.4040, 3.2514]], "atomic_forces_ev_per_a": [[-1.4, -0.1, -2.1], [-0.3, -0.2, 0.5], [0.5, 0.1, 0.5], [0.2, -0.3, 0.0], [0.3, 0.3, 0.2], [0.5, 0.1, -1.1], [0.2, -0.4, -0.1], [-0.3, 0.2, 0.1], [0.1, 0.3, 0.0], [0.2, -0.1, 0.1], [0.2, 0.0, 0.3], [-0.2, 0.0, -0.1], [0.1, 0.0, -0.1], [0.1, 0.2, 0.1], [-0.2, -0.2, -0.1], [0.1, 0.1, 0.2], [-1.9, 1.0, 0.5], [-0.6, -0.9, 0.1], [1.3, 0.2, 0.7], [0.3, 0.2, -1.5], [0.0, 0.1, -0.5], [0.5, -1.6, 1.3], [-0.2, -0.9, -0.2], [-0.1, 0.0, 0.1], [-0.3, -0.2, -0.2], [0.5, 0.3, 0.1], [-0.1, -0.2, 0.1], [0.1, 0.8, 0.0], [0.4, 0.6, -0.5], [0.5, 1.2, 0.2], [-0.1, 0.6, 0.0], [0.9, -0.2, -0.5], [0.3, -0.4, 0.5], [0.2, -0.5, -0.1], [-0.3, -0.1, -0.3], [-0.2, -0.2, 0.2], [0.4, 0.0, 0.3], [0.3, -1.9, 1.3], [0.3, 1.0, 0.3], [-0.7, 0.3, 0.0], [-0.3, 0.1, -0.2], [-0.1, 0.2, 0.3], [-0.2, 0.0, -0.5], [0.0, 0.2, 0.0], [0.1, 0.1, 0.2], [0.0, -0.1, -0.4], [0.1, 0.2, -0.2], [0.1, 0.1, 0.5], [-0.2, 0.0, -0.5], [0.5, 0.2, 0.3], [-1.2, 0.3, 0.5]]}



(2)
{"formula": "CH3N4Si", "method": "wB97M-V/def2-TZVPD", "e_tot_ev": -14920.4767, "gap_ev": 7.52, "charge": -1, "relative_energy_kj_mol": 311.3, "multiplicity": 1, "homo_ev": -3.570, "symbols": ["C", "N", "N", "N", "N", "Si", "H", "H", "H"], "positions_angstrom": [[-0.2855, -0.0760, 0.0672], [-1.8060, 0.9184, -1.0592], [-1.1392, -0.6192, 0.7935], [-2.6680, 0.3118, -0.4920], [-2.4093, -0.4815, 0.5337], [1.5605, -0.0127, 0.0427], [2.1901, 1.2912, -0.3860], [2.3910, -1.1293, -0.8157], [2.1665, -0.2028, 1.3159]], "atomic_forces_ev_per_a": [[-0.1, 2.1, -2.1], [2.4, -0.8, 0.1], [1.1, -0.6, 0.2], [0.2, 1.3, -0.7], [-2.5, -2.0, 2.2], [0.3, -0.6, -1.6], [-0.5, -0.3, -0.1], [-1.2, 1.2, 0.7], [0.4, -0.2, 1.3]]}



> Which of these has the lowest multiplicity?

CH3N4Si



> Which formula does entry 1 have?

C19H28IO2Ru



> Which value of multiplicity does entry 1 give?

5



> Among the records above, which one has the lowest multiplicity?

CH3N4Si